# 1
DFT (ωB97M-V/def2-TZVPD) results for a single C5H7NO molecule in a non-equilibrium geometry.

Positions of all 14 atoms, in Å:
C1 0.394 -1.825 0.099
C2 1.174 -0.770 0.539
C3 -0.492 0.058 -0.380
C4 2.521 -0.250 0.881
C5 -2.452 1.354 -0.750
N1 -0.741 -1.222 -0.513
O1 -1.067 1.186 -0.419
H1 0.678 -2.833 -0.068
H2 2.575 0.443 0.163
H3 3.396 -0.872 0.969
H4 2.493 0.368 1.782
H5 -2.848 0.584 -1.341
H6 -2.649 2.407 -1.254
H7 -2.982 1.373 0.291

Cartesian forces, eV/Å:
C -3.0 1.3 -2.3
C -1.0 3.2 1.2
C 6.1 -0.9 1.1
C -1.4 -2.2 2.5
C -1.7 3.0 2.7
N 0.2 -3.2 1.0
O -1.1 1.1 -0.8
H -0.2 -0.9 -0.2
H 1.1 2.8 -3.1
H 0.2 -0.6 -0.4
H -0.3 -0.2 0.3
H -0.3 -1.2 -0.9
H 0.9 -2.3 1.0
H 0.5 0.0 -2.0

Values from the calculation:
ΔE to the lowest compared entry with this formula, charge and spin	336.31	kJ/mol
LUMO (alpha / beta)	0.036 / -0.041	Eh
<S²>	2.0141
multiplicity	3
M	97.1	g/mol
HOMO level (alpha / beta)	-5.6 / -8.1	eV

Here are the natural (NBO) charges for atoms 1 to 6, given in e: number 1, C, carries -0.086; number 2, C, carries 0.059; number 3, C, carries 0.530; number 4, C, carries -0.716; number 5, C, carries -0.281; number 6, N, carries -0.515

# 2
DFT (ωB97M-V/def2-TZVPD) results for a single C2H4N4O molecule in a non-equilibrium geometry.

Positions of all 11 atoms, in Å:
C1 1.807 -0.310 0.019
N1 0.504 0.087 -0.046
N2 0.218 1.270 0.056
N3 -1.160 1.360 0.145
C2 -1.522 0.097 0.008
O1 -2.682 -0.470 0.045
N4 -0.476 -0.781 0.159
H1 2.021 -1.232 -0.543
H2 2.516 0.690 -0.411
H3 2.212 -0.801 1.004
H4 -3.438 0.089 -0.437

Cartesian forces, eV/Å:
C 6.8 -0.2 -0.2
N -0.8 -3.4 2.2
N -2.9 5.2 -0.2
N 1.7 0.0 -1.3
C 2.5 -1.7 2.4
O -5.0 1.4 -1.8
N -1.2 0.9 -2.5
H -0.5 0.8 -0.9
H -2.0 -3.4 1.6
H -1.2 2.0 -0.9
H 2.6 -1.5 1.8

Values from the calculation:
structure (SMILES)	Cn1nnc(O)n1
ΔE to the lowest compared entry with this formula, charge and spin	354.76	kJ/mol
LUMO	0.022	Eh
M	100.1	g/mol
HOMO level	-10.0	eV

Here are the natural (NBO) charges for atoms 1 to 6, given in e: number 1, C, carries -0.434; number 2, N, carries 0.016; number 3, N, carries -0.027; number 4, N, carries -0.353; number 5, C, carries 0.552; number 6, O, carries -0.643

# 3
DFT (ωB97M-V/def2-TZVPD) results for C40H49ClGeN2O2Pt as an isolated structure in a non-equilibrium geometry.

Positions of all 96 atoms, in Å:
Pt1 -0.333 0.216 0.584
C1 3.999 -4.321 0.554
C2 2.728 -3.932 1.320
C3 2.245 -5.108 2.177
C4 2.988 -2.684 2.148
C5 4.019 -2.725 3.076
C6 4.451 -1.586 3.731
C7 3.941 -0.360 3.334
C8 2.915 -0.255 2.407
C9 2.723 1.131 1.805
C10 1.331 1.752 1.772
C11 3.359 1.134 0.406
C12 2.302 -1.455 1.941
N1 1.055 -1.410 1.357
C13 0.234 -2.451 1.287
C14 -0.991 -2.415 0.632
N2 -1.452 -1.325 -0.011
C15 -2.579 -1.272 -0.832
C16 -3.078 -2.434 -1.485
C17 -4.323 -2.379 -2.096
C18 -5.057 -1.212 -2.163
C19 -4.487 -0.048 -1.687
C20 -3.253 -0.037 -1.053
C21 -2.700 1.344 -0.730
C22 -3.634 2.179 0.144
C23 -2.341 2.107 -2.003
C24 -2.311 -3.741 -1.657
C25 -2.933 -4.867 -0.821
C26 -2.241 -4.159 -3.131
H1 3.786 -5.164 -0.107
H2 4.802 -4.617 1.231
H3 4.348 -3.488 -0.056
H4 1.979 -3.711 0.561
H5 3.052 -5.468 2.819
H6 1.924 -5.938 1.544
H7 1.416 -4.823 2.828
H8 4.511 -3.669 3.277
H9 5.232 -1.643 4.478
H10 4.374 0.548 3.737
H11 3.314 1.804 2.431
H12 0.806 1.457 0.807
H13 1.402 2.834 1.664
H14 0.775 1.542 2.677
H15 2.797 0.484 -0.263
H16 4.384 0.767 0.458
H17 3.373 2.143 -0.013
H18 0.472 -3.369 1.811
H19 -1.613 -3.294 0.707
H20 -4.719 -3.276 -2.556
H21 -6.031 -1.198 -2.634
H22 -5.014 0.885 -1.836
H23 -1.739 1.235 -0.138
H24 -4.523 2.467 -0.418
H25 -3.128 3.094 0.458
H26 -3.956 1.628 1.027
H27 -3.223 2.201 -2.641
H28 -1.557 1.607 -2.567
H29 -1.993 3.111 -1.747
H30 -1.276 -3.593 -1.353
H31 -3.943 -5.082 -1.173
H32 -3.016 -4.595 0.234
H33 -2.343 -5.783 -0.897
H34 -3.203 -4.498 -3.515
H35 -1.533 -4.983 -3.243
H36 -1.902 -3.327 -3.749
Ge1 -1.589 0.161 2.680
C27 -3.506 -0.291 2.609
C28 -4.439 0.651 3.038
C29 -5.800 0.393 2.962
C30 -6.253 -0.808 2.436
C31 -5.338 -1.761 2.011
C32 -3.980 -1.501 2.104
C33 -0.679 -0.994 4.001
C34 0.393 -0.499 4.740
C35 1.100 -1.315 5.611
C36 0.735 -2.643 5.769
C37 -0.356 -3.142 5.071
C38 -1.050 -2.325 4.192
H37 -1.595 1.557 3.352
H38 -4.096 1.599 3.438
H39 -6.509 1.134 3.309
H40 -7.316 -1.001 2.356
H41 -5.686 -2.700 1.599
H42 -3.277 -2.255 1.772
H43 0.674 0.545 4.653
H44 1.945 -0.919 6.161
H45 1.290 -3.284 6.442
H46 -0.659 -4.172 5.215
H47 -1.902 -2.726 3.654
Cl1 2.991 -1.987 -2.173
C39 1.675 -1.312 -3.161
C40 0.911 -0.152 -2.481
O1 0.368 0.653 -3.227
O2 0.904 -0.204 -1.209
H48 0.965 -2.117 -3.343
H49 2.089 -0.972 -4.104

Cartesian forces, eV/Å:
Pt 0.5 -1.2 -0.1
C -0.1 0.0 0.0
C 0.2 -0.2 0.0
C 0.0 0.1 -0.1
C -0.3 0.2 -0.1
C 0.1 0.1 0.1
C 0.0 -0.1 0.0
C 0.1 0.0 0.0
C -0.1 -0.1 -0.1
C 0.0 -0.1 -0.3
C 0.2 -0.3 0.6
C 0.0 0.1 0.1
C 0.5 0.0 0.5
N -1.0 0.4 -0.7
C 0.2 -0.1 0.3
C -0.3 -0.1 -0.1
N 0.4 -0.1 0.3
C -0.5 0.0 -0.4
C 0.2 0.0 0.1
C -0.1 0.0 0.0
C 0.0 0.0 0.0
C -0.1 0.0 -0.1
C 0.2 -0.1 0.1
C -0.2 0.0 0.0
C 0.1 -0.1 0.1
C 0.1 -0.1 0.0
C -0.1 -0.1 0.0
C 0.1 0.1 0.0
C 0.0 0.1 0.0
H 0.0 0.0 0.0
H 0.0 0.0 0.0
H 0.0 0.0 0.0
H 0.1 0.0 0.0
H 0.0 0.0 0.0
H 0.0 0.0 0.0
H 0.0 -0.1 0.0
H 0.0 0.0 0.0
H 0.0 0.0 0.0
H 0.0 0.0 0.0
H 0.0 0.0 0.1
H 0.6 1.0 -0.3
H -0.2 0.0 -0.2
H -0.1 0.1 0.0
H 0.0 0.0 0.0
H 0.0 0.0 0.0
H 0.0 0.0 0.0
H -0.1 0.1 0.0
H 0.0 0.0 -0.1
H 0.0 0.0 0.0
H 0.0 0.0 0.0
H 0.0 0.0 0.0
H -0.4 0.3 -0.2
H 0.0 0.0 0.0
H 0.0 0.0 0.0
H 0.0 0.1 -0.2
H 0.0 0.0 0.0
H 0.1 0.0 0.0
H 0.0 0.0 0.0
H 0.0 0.0 0.1
H 0.0 0.0 0.0
H 0.0 -0.1 0.0
H 0.0 0.0 0.0
H 0.0 0.0 0.0
H 0.0 0.0 0.0
H 0.0 0.0 0.0
Ge -0.2 0.0 0.6
C 0.3 -0.1 -0.2
C 0.1 -0.1 0.3
C -0.1 0.0 0.0
C 0.0 0.0 0.0
C -0.1 0.0 0.0
C 0.1 0.0 0.0
C -0.1 0.1 -0.2
C -0.1 0.1 0.0
C 0.1 0.0 0.0
C 0.0 0.0 0.0
C 0.1 -0.1 0.0
C -0.1 0.0 -0.1
H 0.1 0.1 -0.2
H 0.0 0.0 0.0
H 0.0 0.0 0.0
H 0.0 0.0 0.0
H 0.0 0.0 0.0
H -0.1 0.0 0.0
H 0.1 0.0 0.0
H 0.0 0.0 0.0
H 0.0 0.0 0.0
H 0.0 0.0 0.0
H 0.0 0.0 0.0
Cl 0.1 -0.1 0.1
C -0.2 0.3 0.1
C 0.0 -0.1 -0.3
O 0.0 -0.1 0.1
O -0.1 0.1 0.3
H 0.0 0.0 0.0
H 0.0 0.0 0.0

Values from the calculation:
ΔE to the lowest compared entry with this formula, charge and spin	118.72	kJ/mol
LUMO (alpha / beta)	-0.014 / -0.050	Eh
<S²>	2.0394
multiplicity	3
M	893.0	g/mol
HOMO level (alpha / beta)	-6.9 / -7.9	eV

Here are the Löwdin charges for atoms 1 to 6, given in e: number 1, Pt, carries 1.061; number 2, C, carries -0.067; number 3, C, carries -0.389; number 4, C, carries -0.058; number 5, C, carries -0.118; number 6, C, carries -0.040

# 4
DFT (ωB97M-V/def2-TZVPD) results for an isolated ion of composition HO3P2S2 and charge -1 in a non-equilibrium geometry.

Positions of all 8 atoms, in Å:
O1 -1.173 -1.872 -1.405
P1 -1.537 -0.758 -0.529
P2 0.185 0.909 -0.371
O2 0.307 2.248 -0.959
O3 1.660 0.286 -0.086
S1 -0.393 0.935 1.683
S2 -0.627 -1.114 1.483
H1 1.577 -0.633 0.184

Cartesian forces, eV/Å:
O 0.5 -1.6 -1.2
P -0.5 1.7 0.7
P 0.0 -0.7 0.8
O 0.1 0.6 -0.5
O 0.6 0.1 -1.0
S -0.8 0.3 0.8
S 0.2 -0.2 0.3
H -0.1 -0.3 0.2

Values from the calculation:
structure (SMILES)	O=P1=[P@]([O-])(O)SS1
ΔE to the lowest compared entry with this formula, charge and spin	107.21	kJ/mol
net charge	-1
LUMO	0.124	Eh
M	175.1	g/mol
HOMO level	-3.9	eV

Here are the natural (NBO) charges for atoms 1 to 6, given in e: number 1, O, carries -1.148; number 2, P, carries 0.940; number 3, P, carries 1.556; number 4, O, carries -1.113; number 5, O, carries -1.019; number 6, S, carries -0.320

# 5
DFT (ωB97M-V/def2-TZVPD) results for C36H70Cl2O13SSi2 as an isolated structure in a non-equilibrium geometry.

Positions of all 124 atoms, in Å:
C1 -8.293 5.045 0.647
C2 -7.608 4.231 -0.307
Si1 -6.480 3.097 -1.449
C3 -6.811 1.287 -0.879
C4 -7.317 0.328 -2.295
C5 -6.988 -1.371 -2.149
O1 -8.480 -0.686 -2.044
O2 -4.841 3.673 -1.207
Si2 -3.743 3.166 -2.479
Cl1 -4.138 1.217 -3.270
C6 -1.958 3.177 -1.661
C7 -0.741 3.248 -2.755
C8 0.642 2.830 -1.914
Cl2 -0.859 2.032 -4.150
S1 -3.915 4.601 -4.121
C9 -5.683 4.802 -4.752
O3 -3.292 5.933 -3.588
O4 -3.043 4.179 -5.358
H1 -8.396 5.878 1.496
H2 -6.991 3.254 -2.818
H3 -5.873 0.707 -0.488
H4 -7.725 1.173 -0.123
H5 -7.180 0.851 -3.427
H6 -6.641 -1.801 -1.117
H7 -6.779 -1.900 -3.172
H8 -1.875 2.300 -0.884
H9 -1.920 4.202 -1.051
H10 -0.548 4.361 -3.126
H11 1.343 3.743 -1.705
H12 1.196 1.925 -2.438
H13 0.306 2.416 -0.845
H14 -6.223 3.752 -4.797
H15 -5.692 5.276 -5.847
H16 -6.281 5.541 -4.048
C10 4.696 2.173 1.179
C11 3.691 1.399 0.368
O5 2.663 1.929 -0.049
C12 3.993 -0.049 0.088
H17 4.347 3.203 1.302
H18 4.804 1.720 2.167
H19 5.658 2.189 0.660
H20 4.070 -0.601 1.029
H21 4.923 -0.132 -0.479
H22 3.181 -0.481 -0.506
C13 3.583 4.653 5.813
C14 3.480 4.265 4.362
O6 4.373 3.629 3.806
C15 2.240 4.685 3.618
H23 4.530 4.283 6.221
H24 3.562 5.742 5.908
H25 2.761 4.206 6.376
H26 2.160 5.775 3.616
H27 1.358 4.239 4.084
H28 2.303 4.336 2.582
C16 -10.689 -2.690 -1.417
C17 -10.219 -4.117 -1.498
O7 -9.152 -4.408 -2.037
C18 -11.104 -5.175 -0.895
H29 -9.950 -2.036 -1.894
H30 -11.641 -2.582 -1.943
H31 -10.796 -2.392 -0.371
H32 -12.074 -5.178 -1.397
H33 -11.229 -4.988 0.175
H34 -10.637 -6.157 -1.027
C19 8.387 0.671 1.798
C20 7.595 -0.599 1.632
O8 6.582 -0.633 0.936
C21 8.092 -1.825 2.351
H35 7.912 1.472 1.223
H36 8.407 0.961 2.851
H37 9.403 0.526 1.423
H38 8.099 -1.646 3.430
H39 9.095 -2.080 2.001
H40 7.422 -2.665 2.140
C22 6.560 -2.933 -4.110
C23 7.176 -3.153 -2.753
O9 8.239 -3.757 -2.625
C24 6.439 -2.606 -1.560
H41 7.201 -3.382 -4.876
H42 5.577 -3.409 -4.153
H43 6.474 -1.862 -4.309
H44 5.451 -3.067 -1.490
H45 6.348 -1.520 -1.646
H46 7.000 -2.839 -0.649
C25 4.013 -6.479 -4.002
C26 3.913 -5.739 -5.308
O10 3.946 -4.510 -5.350
C27 3.772 -6.560 -6.562
H47 4.111 -5.759 -3.183
H48 3.109 -7.072 -3.840
H49 4.895 -7.125 -4.006
H50 2.857 -7.156 -6.515
H51 4.643 -7.209 -6.681
H52 3.711 -5.893 -7.428
C28 -5.205 3.620 2.416
C29 -5.826 2.460 3.147
O11 -6.409 1.562 2.541
C30 -5.707 2.440 4.647
H53 -5.369 3.501 1.340
H54 -5.670 4.555 2.740
H55 -4.129 3.645 2.605
H56 -6.194 3.323 5.070
H57 -4.653 2.413 4.936
H58 -6.201 1.545 5.039
C31 5.351 -0.460 5.842
C32 5.822 -1.888 5.761
O12 6.889 -2.179 5.223
C33 4.937 -2.946 6.365
H59 6.090 0.193 5.366
H60 4.399 -0.353 5.317
H61 5.245 -0.163 6.889
H62 3.966 -2.949 5.863
H63 4.812 -2.759 7.435
H64 5.403 -3.928 6.233
C34 0.456 -1.087 0.290
C35 0.927 -2.514 0.209
O13 1.993 -2.805 -0.330
C36 0.042 -3.572 0.812
H65 1.195 -0.433 -0.187
H66 -0.496 -0.979 -0.236
H67 0.349 -0.789 1.336
H68 -0.929 -3.575 0.310
H69 -0.084 -3.385 1.882
H70 0.508 -4.554 0.680

Cartesian forces, eV/Å:
C 6.1 -4.8 -6.0
C -4.6 6.3 7.2
Si -0.6 0.3 2.6
C -1.1 -2.5 -1.3
C 0.7 -3.3 1.1
C -2.4 4.1 -0.5
O 5.4 1.2 -1.1
O -0.8 -1.9 -3.0
Si 0.6 -1.0 3.0
Cl -0.2 1.6 0.6
C -0.1 1.3 -0.5
C 2.0 0.4 2.1
C -0.6 -0.7 0.7
Cl -0.3 1.2 1.1
S 4.5 4.2 -4.9
C -1.5 0.5 -0.4
O -2.8 -3.9 -0.5
O -3.4 0.3 3.9
H 0.0 -2.4 -2.4
H 0.3 0.1 0.0
H -1.8 1.3 -0.5
H 2.2 0.4 -1.6
H -0.8 -1.7 3.3
H -0.8 1.0 -2.3
H -0.7 0.9 2.4
H -0.1 1.5 -1.8
H 0.0 -2.2 -1.2
H -1.0 -2.6 0.3
H -1.3 -1.8 -0.6
H -1.0 2.2 1.0
H 0.8 0.9 -2.4
H 1.3 2.1 0.1
H 0.6 -1.1 2.5
H 1.4 -1.7 -1.3
C -0.3 0.5 -0.2
C -0.8 0.3 -0.4
O 1.0 -0.5 0.5
C -0.7 0.1 -0.5
H 0.1 -0.3 0.0
H 0.2 0.0 -0.2
H 0.0 -0.2 0.1
H 0.3 0.0 -0.2
H -0.1 -0.1 0.4
H 0.3 0.1 0.2
C 0.5 -0.2 0.1
C 1.2 -0.8 -0.7
O -1.1 0.9 0.9
C 0.2 -0.2 -0.5
H -0.2 0.1 -0.1
H -0.2 -0.1 0.1
H -0.1 0.2 0.0
H -0.2 -0.1 0.1
H 0.0 0.2 0.1
H 0.0 0.1 0.2
C 0.4 0.1 -0.3
C 1.3 -0.2 -0.7
O -1.3 0.3 0.7
C 0.3 -0.5 -0.1
H -0.3 -0.3 0.2
H -0.1 0.0 0.2
H -0.2 0.0 -0.1
H 0.0 0.1 0.2
H -0.2 0.1 -0.1
H -0.1 0.2 0.0
C -0.3 0.3 -0.3
C -1.0 -0.3 -0.7
O 1.5 0.1 0.9
C -0.3 -0.1 -0.2
H 0.1 -0.2 0.1
H 0.2 -0.1 0.0
H 0.0 0.0 0.2
H 0.2 0.0 -0.1
H 0.0 0.1 0.1
H 0.1 0.2 0.1
C 0.4 -0.3 -0.1
C 1.2 -0.7 0.1
O -1.2 0.6 -0.1
C 0.4 -0.3 0.3
H -0.1 0.1 0.2
H 0.0 0.3 0.0
H -0.2 -0.1 0.0
H -0.1 0.2 -0.1
H -0.2 -0.1 0.0
H -0.1 0.1 -0.2
C 0.1 0.4 0.3
C 0.0 1.6 0.0
O -0.1 -1.6 0.0
C 0.0 0.4 -0.3
H 0.0 -0.1 -0.2
H 0.2 -0.1 0.0
H -0.2 -0.1 0.0
H 0.2 -0.1 0.0
H -0.2 -0.1 0.1
H 0.0 -0.1 0.2
C -0.1 -0.2 -0.4
C -0.8 -1.1 -0.8
O 0.8 1.1 0.7
C -0.3 -0.4 0.1
H 0.1 0.1 0.3
H 0.2 0.0 0.0
H -0.1 0.2 0.1
H 0.2 0.0 0.0
H -0.1 0.2 0.0
H 0.1 0.2 -0.1
C 0.4 0.2 -0.3
C 1.3 -0.4 -0.7
O -1.4 0.4 0.8
C 0.3 -0.4 -0.1
H -0.2 -0.1 0.1
H 0.0 0.0 0.2
H -0.2 0.0 -0.1
H 0.0 0.1 0.2
H -0.2 0.1 -0.1
H -0.1 0.2 0.0
C 0.4 0.2 -0.3
C 1.4 -0.4 -0.7
O -1.4 0.3 0.7
C 0.3 -0.4 -0.1
H -0.3 -0.1 0.1
H -0.1 0.0 0.2
H -0.2 0.0 -0.1
H 0.0 0.1 0.2
H -0.2 0.1 -0.1
H -0.1 0.2 0.0

Values from the calculation:
LUMO	-0.005	Eh
M	870.1	g/mol
HOMO level	-9.0	eV

Here are the Löwdin charges for atoms 1 to 6, given in e: number 1, C, carries 0.007; number 2, C, carries -0.155; number 3, Si, carries 0.458; number 4, C, carries -0.228; number 5, C, carries -0.237; number 6, C, carries -0.009

What did the first record say?
DFT (ωB97M-V/def2-TZVPD) results for a single C5H7NO molecule in a non-equilibrium geometry.

Positions of all 14 atoms, in Å:
C1 0.394 -1.825 0.099
C2 1.174 -0.770 0.539
C3 -0.492 0.058 -0.380
C4 2.521 -0.250 0.881
C5 -2.452 1.354 -0.750
N1 -0.741 -1.222 -0.513
O1 -1.067 1.186 -0.419
H1 0.678 -2.833 -0.068
H2 2.575 0.443 0.163
H3 3.396 -0.872 0.969
H4 2.493 0.368 1.782
H5 -2.848 0.584 -1.341
H6 -2.649 2.407 -1.254
H7 -2.982 1.373 0.291

Cartesian forces, eV/Å:
C -3.0 1.3 -2.3
C -1.0 3.2 1.2
C 6.1 -0.9 1.1
C -1.4 -2.2 2.5
C -1.7 3.0 2.7
N 0.2 -3.2 1.0
O -1.1 1.1 -0.8
H -0.2 -0.9 -0.2
H 1.1 2.8 -3.1
H 0.2 -0.6 -0.4
H -0.3 -0.2 0.3
H -0.3 -1.2 -0.9
H 0.9 -2.3 1.0
H 0.5 0.0 -2.0

Values from the calculation:
ΔE to the lowest compared entry with this formula, charge and spin	336.31	kJ/mol
LUMO (alpha / beta)	0.036 / -0.041	Eh
<S²>	2.0141
multiplicity	3
M	97.1	g/mol
HOMO level (alpha / beta)	-5.6 / -8.1	eV

Here are the natural (NBO) charges for atoms 1 to 6, given in e: number 1, C, carries -0.086; number 2, C, carries 0.059; number 3, C, carries 0.530; number 4, C, carries -0.716; number 5, C, carries -0.281; number 6, N, carries -0.515

Look up the M of the fifth one.
870.1 g/mol

Look up the M of the second one.
100.1 g/mol